# 1
A structure of composition C28H30Cl5KN7O9S at a distorted geometry. Source: the OMol25 dataset; level of theory: ωB97M-V/def2-TZVPD.

Element x y z (Å)
K 0.540 -1.478 -0.197
Cl -1.835 -5.046 6.167
C -1.546 -4.388 4.599
C -0.775 -3.238 4.440
Cl -0.118 -2.467 5.828
C -0.542 -2.712 3.188
Cl 0.432 -1.315 2.989
C -1.086 -3.283 1.997
O -0.900 -2.791 0.857
C -1.859 -4.460 2.219
Cl -2.523 -5.209 0.823
C -2.084 -4.996 3.468
Cl -3.043 -6.414 3.648
O -0.256 0.510 -2.591
C 0.649 -0.296 -2.824
O 1.542 -0.696 -2.053
C 0.686 -0.900 -4.236
C 0.765 -2.280 -4.381
C 0.738 -2.870 -5.637
C 0.681 -2.079 -6.768
C 0.657 -0.693 -6.626
C 0.637 -0.102 -5.367
N 0.648 0.130 -7.797
O 0.692 1.336 -7.656
O 0.600 -0.419 -8.885
H 0.842 -2.890 -3.492
H 0.765 -3.946 -5.739
H 0.668 -2.509 -7.757
H 0.586 0.972 -5.279
C 5.048 2.097 -0.827
C 3.627 2.231 -0.292
N 3.048 0.941 -0.002
C 3.800 -0.168 0.294
N 3.156 -1.242 0.561
C 3.871 -2.452 0.874
C 5.281 -2.464 0.289
C 5.975 -1.174 0.706
N 5.175 -0.049 0.283
C 5.822 1.232 0.159
H 5.519 3.075 -0.934
H 5.030 1.607 -1.800
H 2.992 2.754 -1.007
H 3.650 2.828 0.633
H 2.234 0.687 -0.543
H 3.291 -3.289 0.477
H 3.915 -2.571 1.965
H 5.205 -2.489 -0.800
H 5.846 -3.332 0.628
H 6.958 -1.095 0.225
H 6.131 -1.161 1.796
H 6.847 1.066 -0.196
H 5.879 1.742 1.135
C -6.332 1.875 4.481
C -5.914 2.932 3.480
S -4.837 2.112 2.246
O -3.634 1.688 2.900
O -5.617 1.113 1.561
C -4.423 3.406 1.019
C -3.635 2.784 -0.129
N -2.349 2.286 0.280
C -1.994 0.989 0.423
N -0.728 0.876 0.788
C -0.228 2.106 0.883
C -1.216 3.032 0.575
N -1.120 4.414 0.526
O -0.043 4.918 0.805
O -2.112 5.073 0.218
C -2.884 -0.155 0.165
H -6.945 2.305 5.271
H -5.446 1.423 4.922
H -6.901 1.097 3.977
H -5.323 3.720 3.937
H -6.762 3.345 2.940
H -3.857 4.185 1.521
H -5.364 3.802 0.649
H -3.487 3.540 -0.907
H -4.208 1.948 -0.535
H 0.790 2.289 1.160
H -3.844 -0.037 0.665
H -2.399 -1.058 0.526
H -3.046 -0.255 -0.909

The energy above the lowest of the compared OMol25 structures with the same formula, charge and spin comes out at 15.20 kcal/mol. The value obtained for the HOMO energy is -0.1790 Ha. The orbital gap comes out at 6.49 eV. Its LUMO energy is 1.6221 eV. The charge is -1. The multiplicity is 1.

Charges computed using Mulliken, reported in e: K 0.8865; Cl -0.2341; C 0.4755; C 0.0088; Cl -0.2227; C 0.7028; Cl -0.1744; C -1.0783; O -0.7359; C 0.6064; Cl -0.2282; C 0.0254; Cl -0.2173; O -0.6683; C 0.2433; O -0.7972; C 0.3121; C -0.2759; C -0.6750; C -0.4199; C -0.1420; C -0.1803; N 1.0226; O -0.6181; O -0.6399; H 0.4442; H 0.3919; H 0.4698; H 0.5317; C -0.7286; C -0.6909; N 0.4194; C -0.0955; N 0.0335; C -0.7985; C -0.7620; C -0.6174; N 0.2038; C -0.6204; H 0.3789; H 0.2984; H 0.4032; H 0.3102; H -0.1540; H 0.3417; H 0.3007; H 0.2698; H 0.3884; H 0.3819; H 0.2449; H 0.3786; H 0.2288; C -1.2163; C -0.4844; S 1.1972; O -0.6083; O -0.7048; C -0.8831; C -1.2929; N 0.4783; C 0.7371; N 0.2594; C -0.8980; C -0.3027; N 1.1309; O -0.6796; O -0.7022; C -0.8398; H 0.3970; H 0.3346; H 0.3256; H 0.3639; H 0.3621; H 0.5345; H 0.5679; H 0.3819; H 0.6038; H 0.6356; H 0.2043; H -0.1622; H 0.3315


# 2
The ion C28H30FN4O3S2 with charge +1 at a distorted geometry. Source: the OMol25 dataset; level of theory: ωB97M-V/def2-TZVPD.

Element x y z (Å)
C -4.999 -4.441 -1.493
N -4.324 -3.208 -1.835
C -5.209 -2.269 -2.490
C -3.543 -2.639 -0.763
C -4.332 -2.084 0.441
C -3.405 -1.662 1.579
N -2.396 -0.706 1.141
C -1.114 -1.144 0.946
O -0.760 -2.278 1.178
C -0.110 -0.156 0.424
C 0.166 -0.133 -0.944
C 1.253 0.575 -1.416
C 2.058 1.235 -0.504
S 3.541 1.997 -1.084
O 4.122 2.879 -0.138
O 3.534 2.305 -2.470
N 4.767 0.469 -1.090
C 6.151 1.012 -1.086
C 6.892 0.692 0.208
C 5.961 0.864 1.407
C 4.866 -0.146 1.266
C 4.371 -0.903 2.319
C 3.409 -1.874 2.101
C 2.957 -2.139 0.817
C 3.448 -1.404 -0.247
C 4.380 -0.401 -0.013
C 1.804 1.233 0.857
C 0.718 0.520 1.322
C -2.738 0.594 0.891
N -1.921 1.453 0.396
C -2.486 2.689 0.273
C -1.858 3.827 -0.225
C -2.567 5.007 -0.289
C -3.890 5.046 0.143
F -4.553 6.208 0.069
C -4.549 3.939 0.645
C -3.829 2.761 0.705
S -4.350 1.203 1.276
H -5.861 -4.298 -0.826
H -4.293 -5.118 -1.017
H -5.357 -4.904 -2.412
H -4.659 -1.361 -2.731
H -6.088 -2.002 -1.885
H -5.562 -2.716 -3.419
H -2.854 -3.411 -0.409
H -2.946 -1.829 -1.198
H -4.942 -1.238 0.120
H -4.999 -2.855 0.827
H -3.980 -1.215 2.395
H -2.860 -2.530 1.956
H -0.469 -0.670 -1.630
H 1.485 0.623 -2.469
H 4.556 0.034 -1.989
H 6.065 2.096 -1.205
H 6.694 0.615 -1.945
H 7.752 1.354 0.288
H 7.256 -0.338 0.186
H 5.553 1.878 1.413
H 6.502 0.708 2.340
H 4.747 -0.725 3.315
H 3.022 -2.444 2.931
H 2.222 -2.909 0.648
H 3.111 -1.610 -1.252
H 2.456 1.773 1.523
H 0.507 0.486 2.378
H -0.833 3.767 -0.552
H -2.116 5.909 -0.669
H -5.574 4.006 0.971

The SMILES is CN(C)CCCN(C(=O)c1ccc(S(=O)(=O)[N@H+]2CCCc3ccccc32)cc1)c1nc2ccc(F)cc2s1. The energy above the lowest of the compared OMol25 structures with the same formula, charge and spin comes out at 36.02 kcal/mol. The value obtained for the HOMO energy is -0.3774 Ha. The orbital gap comes out at 6.77 eV. Its LUMO energy is -3.5037 eV. The charge is +1. The multiplicity is 1.

Charges computed using natural (NBO), reported in e: C -0.4139; N -0.4354; C -0.4145; C -0.2081; C -0.4447; C -0.2255; N -0.4592; C 0.6766; O -0.5609; C 0.0233; C -0.2092; C -0.1107; C -0.4401; S 2.2621; O -0.8717; O -0.8720; N -0.5754; C -0.2344; C -0.4059; C -0.4452; C -0.0322; C -0.1885; C -0.1731; C -0.1850; C -0.2372; C 0.1455; C -0.0961; C -0.2067; C 0.2870; N -0.4922; C 0.0979; C -0.1798; C -0.2698; C 0.4029; F -0.3094; C -0.2695; C -0.2102; S 0.3867; H 0.1626; H 0.2010; H 0.2081; H 0.1952; H 0.1645; H 0.2084; H 0.2043; H 0.1762; H 0.2090; H 0.2248; H 0.2168; H 0.2509; H 0.2394; H 0.2399; H 0.4438; H 0.2379; H 0.2376; H 0.2464; H 0.2201; H 0.2427; H 0.2405; H 0.2307; H 0.2356; H 0.2468; H 0.2238; H 0.2428; H 0.2387; H 0.2221; H 0.2400; H 0.2437


# 3
A structure of composition C28H30IN5OS2Sn at a distorted geometry. Source: the OMol25 dataset; level of theory: ωB97M-V/def2-TZVPD.

Element x y z (Å)
Sn 0.399 0.418 -0.135
S 6.312 -4.652 -0.262
C 7.729 -3.769 -0.234
C 7.531 -2.377 -0.212
C 6.201 -2.037 -0.217
C 5.342 -3.157 -0.236
C 3.944 -3.210 -0.227
C 3.142 -2.007 -0.237
N 1.847 -1.994 -0.235
C 1.163 -3.190 -0.217
C 1.862 -4.446 -0.177
C 1.122 -5.677 -0.123
C -0.219 -5.671 -0.140
C -0.949 -4.434 -0.212
C -2.324 -4.412 -0.247
C -3.022 -3.187 -0.290
C -2.212 -1.991 -0.306
N -0.916 -1.983 -0.284
C -0.239 -3.184 -0.237
C -4.423 -3.120 -0.304
C -5.257 -1.983 -0.302
C -6.596 -2.297 -0.293
C -6.818 -3.683 -0.291
S -5.414 -4.591 -0.305
C 3.237 -4.433 -0.191
H 8.688 -4.271 -0.231
H 8.349 -1.672 -0.193
H 5.863 -1.011 -0.201
H 3.633 -1.040 -0.253
H 1.670 -6.608 -0.063
H -0.779 -6.596 -0.099
H -2.865 -5.349 -0.240
H -2.694 -1.021 -0.345
H -4.899 -0.965 -0.305
H -7.401 -1.578 -0.288
H -7.785 -4.168 -0.281
H 3.772 -5.373 -0.172
N 0.368 -0.047 4.347
C -0.219 0.573 3.346
O -0.044 0.197 2.152
C -1.084 1.750 3.680
I 0.015 3.519 3.157
H 0.955 -0.851 4.182
H 0.237 0.233 5.308
H -1.318 1.828 4.737
H -1.990 1.747 3.083
C -1.873 6.574 -2.173
C -1.731 6.015 -0.755
N -0.620 5.067 -0.629
C 0.718 5.658 -0.531
C 1.585 5.425 -1.769
C -0.797 3.750 -0.655
C -2.172 3.199 -0.896
N 0.171 2.876 -0.469
H -2.694 7.288 -2.183
H -2.096 5.783 -2.889
H -0.974 7.098 -2.493
H -2.663 5.555 -0.441
H -1.531 6.853 -0.086
H 1.220 5.281 0.369
H 0.597 6.728 -0.385
H 1.719 4.371 -2.006
H 2.565 5.867 -1.602
H 1.140 5.908 -2.637
H -2.862 3.498 -0.108
H -2.110 2.111 -0.926
H -2.576 3.550 -1.845
H 1.071 3.316 -0.302

The energy above the lowest of the compared OMol25 structures with the same formula, charge and spin comes out at 0.00 kcal/mol. The value obtained for the HOMO energy (spin up / spin down) is -0.6518 / -0.6518 Ha. The orbital gap (spin up / spin down) comes out at 4.55 / 4.45 eV. Its LUMO energy (spin up / spin down) is -13.1842 / -13.2913 eV. The charge is +4. The multiplicity is 1.

Charges computed using natural (NBO), reported in e: Sn 1.6544; S 0.5927; C -0.1966; C -0.1649; C -0.1731; C -0.0483; C -0.1192; C 0.1449; N -0.4702; C 0.1347; C 0.0245; C -0.1655; C -0.1330; C -0.0845; C -0.0394; C -0.1225; C 0.1444; N -0.4961; C 0.2471; C -0.0544; C -0.1739; C -0.1690; C -0.1967; S 0.5963; C -0.0783; H 0.2999; H 0.2859; H 0.2530; H 0.2065; H 0.2599; H 0.2588; H 0.2499; H 0.2006; H 0.2474; H 0.2844; H 0.2999; H 0.2493; N -0.7157; C 0.7005; O -0.8415; C -0.6260; I 0.2042; H 0.4236; H 0.4395; H 0.2651; H 0.2585; C -0.6209; C -0.2146; N -0.3614; C -0.2321; C -0.6251; C 0.5425; C -0.6616; N -1.0111; H 0.2507; H 0.2072; H 0.2232; H 0.2106; H 0.2287; H 0.1959; H 0.2447; H 0.1952; H 0.2464; H 0.2364; H 0.2523; H 0.1875; H 0.2670; H 0.3815


# 4
A structure of composition C28H31F5N5O at a distorted geometry. Source: the OMol25 dataset; level of theory: ωB97M-V/def2-TZVPD.

Element x y z (Å)
C 1.819 -4.903 1.899
N 1.644 -3.488 1.660
C 2.694 -2.618 1.734
O 3.839 -2.903 2.075
C 2.158 -1.230 1.360
C 2.804 -0.668 0.102
C 4.281 -0.514 0.282
C 5.186 -1.378 -0.333
F 4.713 -2.362 -1.141
C 6.554 -1.307 -0.092
F 7.398 -2.188 -0.665
C 7.046 -0.321 0.766
F 8.366 -0.240 1.012
C 6.167 0.581 1.369
F 6.640 1.540 2.191
C 4.801 0.468 1.125
F 3.947 1.310 1.771
N 0.719 -1.469 1.225
C -0.098 -0.449 0.892
C -1.460 -0.564 0.618
C -2.280 0.492 0.261
C -3.705 0.362 0.239
C -4.549 1.501 0.132
C -5.936 1.401 0.163
C -6.560 0.155 0.326
C -5.764 -0.995 0.422
C -4.375 -0.908 0.363
C 0.350 -2.900 1.323
C -0.149 -3.457 -0.018
C -0.662 -3.188 2.442
H 2.886 -5.118 1.993
H 1.306 -5.210 2.819
H 1.402 -5.480 1.066
H 2.360 -0.536 2.196
H 2.612 -1.349 -0.738
H 2.346 0.305 -0.114
H 0.383 0.533 0.848
H -1.896 -1.552 0.730
H -1.755 1.609 0.311
H -4.063 2.473 0.032
H -6.539 2.304 0.064
H -7.648 0.082 0.375
H -6.244 -1.971 0.539
H -3.795 -1.834 0.405
H 0.619 -3.307 -0.790
H -0.352 -4.530 0.090
H -1.068 -2.958 -0.334
H -0.212 -2.949 3.415
H -1.572 -2.596 2.322
H -0.930 -4.252 2.421
C -1.228 4.931 -0.634
C -1.059 3.703 0.229
N -1.610 2.503 -0.402
C -1.474 2.422 -1.729
N -1.041 3.441 -2.500
C -0.674 4.755 -2.028
C -0.982 3.080 -3.892
C -1.496 1.654 -3.917
N -1.770 1.371 -2.531
H -2.291 5.180 -0.709
H -0.726 5.778 -0.162
H 0.010 3.571 0.461
H -1.588 3.850 1.175
H -1.086 5.509 -2.711
H 0.421 4.881 -2.040
H -1.599 3.753 -4.500
H 0.044 3.151 -4.277
H -2.400 1.568 -4.523
H -0.741 0.970 -4.310
H -2.132 0.507 -2.150

The energy above the lowest of the compared OMol25 structures with the same formula, charge and spin comes out at 0.00 kcal/mol. The value obtained for the HOMO energy is -0.3818 Ha. The orbital gap comes out at 6.37 eV. Its LUMO energy is -4.0164 eV. The charge is +1. The multiplicity is 1.

Charges computed using natural (NBO), reported in e: C -0.4214; N -0.4503; C 0.6810; O -0.5904; C -0.1225; C -0.4257; C -0.1596; C 0.3687; F -0.3045; C 0.2817; F -0.2766; C 0.3059; F -0.2726; C 0.2624; F -0.2797; C 0.3931; F -0.3207; N -0.3582; C 0.2279; C -0.3996; C -0.0755; C -0.0826; C -0.1603; C -0.2236; C -0.1468; C -0.2117; C -0.1781; C 0.3374; C -0.6395; C -0.6404; H 0.2621; H 0.2081; H 0.2053; H 0.2433; H 0.2431; H 0.2276; H 0.2203; H 0.1827; H 0.3467; H 0.2272; H 0.2290; H 0.2316; H 0.2266; H 0.2028; H 0.2259; H 0.2335; H 0.2248; H 0.2343; H 0.2276; H 0.2337; C -0.4219; C -0.2195; N -0.6539; C 0.6656; N -0.4053; C -0.2024; C -0.2094; C -0.2167; N -0.5960; H 0.2115; H 0.2317; H 0.1816; H 0.2135; H 0.2150; H 0.1960; H 0.2079; H 0.2043; H 0.2106; H 0.2054; H 0.4275